No. 1
{"formula": "C25H72N4O11", "method": "ωB97M-V with the def2-TZVPD basis set", "homo_energy_ev": -9.24, "de_lowest_kcal_mol": 212.1, "gap_ev": 9.12, "lumo_ev": -0.12, "molar_mass_g_mol": 604.9, "smiles": "NC(N)=O.NC(N)=O.CC(C)O.CC(C)O.CC(C)O.CC(C)O.CC(C)O.CC(C)O.CC(C)O.CO.CO", "spin_multiplicity": 1, "e_tot_ha": -2042.00092, "symbols": ["C", "O", "H", "H", "H", "H", "C", "O", "H", "H", "H", "H", "C", "O", "N", "N", "H", "H", "H", "H", "C", "O", "N", "N", "H", "H", "H", "H", "C", "C", "C", "O", "H", "H", "H", "H", "H", "H", "H", "H", "C", "C", "C", "O", "H", "H", "H", "H", "H", "H", "H", "H", "C", "C", "C", "O", "H", "H", "H", "H", "H", "H", "H", "H", "C", "C", "C", "O", "H", "H", "H", "H", "H", "H", "H", "H", "C", "C", "C", "O", "H", "H", "H", "H", "H", "H", "H", "H", "C", "C", "C", "O", "H", "H", "H", "H", "H", "H", "H", "H", "C", "C", "C", "O", "H", "H", "H", "H", "H", "H", "H", "H"], "coordinates": [[13.003000, -20.873000, -1.343000], [11.955000, -21.082000, -2.328000], [13.999000, -20.647000, -1.675000], [13.119000, -21.704000, -0.699000], [12.853000, -19.954000, -0.823000], [11.112000, -20.785000, -1.966000], [14.340000, -25.804000, -2.342000], [13.544000, -24.704000, -2.683000], [13.856000, -26.811000, -2.246000], [14.756000, -25.519000, -1.363000], [15.142000, -25.918000, -3.108000], [12.704000, -24.672000, -2.142000], [15.169000, -18.907000, 5.023000], [14.273000, -18.033000, 5.686000], [14.937000, -20.141000, 4.924000], [16.362000, -18.600000, 4.495000], [14.082000, -20.380000, 5.397000], [15.339000, -20.862000, 4.413000], [16.547000, -17.595000, 4.436000], [17.104000, -19.262000, 4.277000], [12.365000, -24.598000, 4.891000], [11.737000, -25.873000, 4.630000], [13.183000, -24.452000, 5.846000], [12.184000, -23.500000, 4.247000], [13.256000, -25.302000, 6.452000], [13.870000, -23.679000, 5.998000], [11.527000, -23.543000, 3.446000], [12.414000, -22.568000, 4.614000], [16.501000, -22.925000, -1.884000], [17.295000, -21.659000, -1.706000], [18.821000, -21.897000, -2.041000], [16.773000, -20.691000, -2.305000], [16.795000, -23.781000, -1.240000], [16.413000, -23.285000, -2.896000], [15.528000, -22.693000, -1.536000], [17.247000, -21.457000, -0.593000], [19.385000, -22.561000, -1.349000], [19.401000, -21.000000, -1.925000], [19.010000, -22.313000, -3.015000], [16.425000, -20.065000, -1.642000], [13.666000, -18.775000, 1.800000], [12.558000, -19.794000, 2.136000], [11.198000, -19.236000, 1.754000], [12.729000, -20.852000, 1.597000], [14.592000, -19.148000, 2.282000], [13.472000, -17.840000, 2.337000], [13.765000, -18.575000, 0.710000], [12.560000, -20.027000, 3.160000], [11.085000, -18.273000, 2.202000], [10.461000, -19.852000, 2.196000], [10.975000, -19.183000, 0.711000], [13.425000, -21.397000, 2.046000], [18.252000, -18.415000, -0.397000], [16.964000, -18.619000, 0.389000], [16.679000, -17.386000, 1.243000], [15.951000, -19.029000, -0.246000], [18.921000, -17.872000, 0.253000], [18.220000, -17.744000, -1.288000], [18.696000, -19.364000, -0.671000], [17.155000, -19.380000, 1.123000], [15.835000, -17.492000, 2.012000], [16.469000, -16.523000, 0.569000], [17.520000, -17.230000, 1.914000], [15.268000, -19.272000, 0.356000], [19.093000, -21.187000, 4.103000], [19.524000, -20.063000, 3.232000], [19.792000, -20.575000, 1.837000], [18.719000, -19.130000, 3.145000], [18.874000, -20.851000, 5.136000], [19.965000, -21.842000, 4.339000], [18.286000, -21.810000, 3.676000], [20.420000, -19.616000, 3.730000], [20.386000, -21.459000, 2.001000], [20.272000, -19.825000, 1.206000], [18.930000, -20.860000, 1.289000], [19.177000, -18.356000, 2.804000], [14.727000, -23.977000, 1.193000], [15.181000, -23.023000, 2.245000], [16.163000, -22.042000, 1.720000], [14.328000, -22.379000, 2.854000], [13.976000, -24.654000, 1.708000], [15.540000, -24.532000, 0.744000], [14.188000, -23.324000, 0.450000], [15.774000, -23.577000, 3.015000], [16.335000, -21.339000, 2.468000], [15.748000, -21.450000, 0.919000], [17.082000, -22.519000, 1.428000], [13.850000, -23.042000, 3.295000], [10.579000, -26.145000, -2.198000], [10.781000, -25.258000, -0.936000], [11.399000, -26.037000, 0.247000], [11.518000, -24.262000, -1.166000], [11.426000, -26.312000, -2.766000], [9.788000, -25.685000, -2.811000], [10.163000, -27.137000, -1.906000], [9.839000, -24.905000, -0.575000], [10.652000, -26.751000, 0.594000], [11.741000, -25.446000, 1.102000], [12.243000, -26.607000, -0.212000], [11.150000, -23.475000, -0.756000], [16.520000, -23.172000, 5.577000], [16.074000, -22.833000, 6.988000], [16.903000, -21.636000, 7.637000], [14.819000, -22.573000, 7.073000], [16.446000, -22.282000, 4.967000], [15.834000, -23.924000, 5.176000], [17.515000, -23.624000, 5.562000], [16.303000, -23.713000, 7.669000], [16.504000, -21.474000, 8.626000], [16.674000, -20.736000, 7.049000], [18.014000, -21.835000, 7.724000], [14.480000, -22.645000, 8.010000]], "forces_ev_per_a": [[-0.757, 0.742, -0.772], [1.133, 0.016, 0.214], [0.375, -0.463, -1.731], [-0.309, -0.777, 0.828], [-0.866, 0.397, 0.945], [0.373, 0.071, 0.130], [0.573, -0.017, 0.408], [-1.241, -0.302, -0.544], [-0.094, 0.810, -0.153], [0.538, -0.784, -0.101], [-0.455, 0.189, 0.637], [1.540, 0.257, -0.709], [-2.032, 7.389, 3.077], [4.750, -4.307, -3.704], [-4.167, -4.034, 1.828], [0.291, 2.688, 0.007], [-0.117, -0.389, 0.071], [1.082, -0.686, -1.222], [0.271, -0.851, 0.064], [-0.507, 0.491, -0.011], [-4.338, -8.690, -1.409], [3.125, 7.028, 0.964], [3.668, -1.829, 5.106], [-2.329, 3.455, -4.538], [0.193, 1.290, -0.835], [-1.183, -0.810, -0.024], [0.659, 0.267, 0.943], [-0.418, -0.939, -0.046], [0.192, -1.296, 0.773], [4.603, -6.160, 4.816], [0.052, -0.338, 1.106], [-3.156, 6.549, -3.820], [0.380, 0.482, -0.379], [0.110, 0.063, -0.499], [-1.363, 0.156, 0.063], [0.506, -0.356, -0.573], [-0.932, -0.080, -0.075], [0.033, 0.860, -0.348], [-0.244, 0.010, -0.655], [-0.095, 0.117, -0.667], [0.016, 0.355, 1.125], [-1.787, 10.463, 3.094], [0.277, 0.479, 0.962], [2.416, -12.507, -6.544], [-0.097, 0.018, -0.620], [0.064, 0.106, -0.307], [-0.287, -0.139, 0.779], [-0.137, 1.232, 2.677], [-0.226, 0.853, 0.137], [-0.983, -0.821, 0.441], [0.336, 0.033, -0.888], [-0.722, 0.345, -0.653], [-0.143, 0.620, -0.732], [5.337, 2.413, 4.842], [-1.143, 0.836, 0.810], [-5.264, -1.949, -5.943], [0.451, -0.125, 0.374], [-0.589, -0.658, 0.414], [0.109, -0.054, -0.211], [1.107, -0.609, 0.833], [0.877, -0.044, -1.567], [0.252, -0.307, 0.711], [0.323, 0.513, -0.316], [-0.918, -0.297, 0.512], [0.270, -1.308, 1.776], [6.709, -5.750, 0.078], [1.890, -0.454, 0.277], [-7.406, 8.200, 0.062], [-0.572, 0.113, -0.533], [-0.540, 0.209, -0.702], [0.288, 0.374, 0.262], [0.565, -1.038, -0.449], [0.699, -0.359, -0.774], [0.411, -0.128, 0.150], [-1.254, -0.305, -0.069], [-0.504, 0.193, -0.092], [-2.366, 0.178, 0.165], [9.791, -4.961, -3.772], [0.303, -0.307, -1.339], [-6.831, 5.445, 4.504], [0.752, 0.321, -0.991], [-0.021, -0.093, -0.087], [0.381, -1.061, 0.227], [0.082, -0.477, -0.508], [0.760, 1.269, 1.565], [-0.177, -0.047, -0.716], [0.385, 0.005, -0.330], [-2.336, -0.916, 1.501], [-3.063, -0.097, 1.902], [-3.465, -6.581, 2.291], [-0.055, -1.543, -1.055], [4.040, 7.221, -1.799], [1.930, -0.084, -1.039], [0.466, -0.041, -0.057], [0.341, 0.606, -0.051], [-1.355, -0.156, -0.013], [0.202, -0.225, 0.232], [-0.117, 0.171, -0.359], [-0.295, 0.297, 0.772], [0.573, 0.312, -0.333], [-0.664, -0.415, 0.424], [7.554, -1.232, 2.249], [0.385, -0.901, -1.104], [-7.017, 1.249, 1.160], [0.355, 0.035, -0.277], [0.080, -0.006, -0.099], [-0.062, 0.405, -0.018], [0.142, 0.411, -0.847], [-0.038, 0.059, 0.468], [0.376, -0.102, 0.120], [-1.271, 0.247, -0.273], [0.567, 0.293, -1.595]]}


No. 2
{"formula": "C3H5N3O4", "method": "ωB97M-V with the def2-TZVPD basis set", "homo_energy_ev": [-8.97, -8.97], "de_lowest_kcal_mol": 195.9, "gap_ev": [8.35, 8.35], "lumo_ev": [-0.62, -0.62], "molar_mass_g_mol": 147.1, "smiles": "O=CC/C=[N+]([O-])\\N=[N+](/[O-])O", "spin_multiplicity": 1, "e_tot_ha": -582.25781, "symbols": ["C", "C", "C", "N", "N", "N", "O", "O", "O", "O", "H", "H", "H", "H", "H"], "coordinates": [[0.487879, -0.345953, 1.181135], [-0.918926, -0.750737, 1.107820], [-0.872645, -2.258109, 0.767413], [0.966662, 0.543936, 0.364882], [0.528591, 1.582038, -1.608206], [0.094690, 1.136439, -0.522802], [2.213839, 0.864406, 0.341875], [-0.483096, 2.348390, -2.161350], [1.544159, 1.519851, -2.236793], [-1.668142, -2.858062, 0.070424], [1.112280, -0.999071, 1.856276], [-1.416359, -0.651202, 2.076786], [-1.559300, -0.178039, 0.533614], [-0.071242, -2.879320, 1.109931], [0.041610, 2.925433, -2.881005]], "forces_ev_per_a": [[-0.312, -0.366, 0.292], [0.342, -2.206, 1.633], [-2.185, -0.270, -1.555], [3.705, -0.934, 0.079], [-0.045, 0.568, -0.034], [-1.484, 0.306, 0.741], [-1.229, 0.090, -0.068], [1.263, 1.910, -2.310], [0.704, -0.360, 0.157], [0.221, 1.067, 0.512], [-0.072, 1.659, -1.030], [0.322, -0.326, 0.494], [-0.918, 0.802, -1.909], [1.218, 0.029, 0.914], [-1.531, -1.967, 2.084]]}


No. 3
{"formula": "C17H12BrFeN4O3SbSe4", "method": "ωB97M-V with the def2-TZVPD basis set", "homo_energy_ev": [-3.99, -4.12], "de_lowest_kcal_mol": 0.0, "total_charge": -1, "gap_ev": [5.97, 5.20], "lumo_ev": [1.98, 1.08], "molar_mass_g_mol": 893.7, "spin_multiplicity": 6, "s2": 8.786, "e_tot_ha": -14783.66874, "symbols": ["Fe", "O", "C", "N", "C", "O", "C", "C", "C", "C", "C", "N", "C", "C", "C", "C", "C", "N", "H", "H", "H", "H", "H", "H", "H", "H", "O", "C", "C", "C", "N", "C", "Br", "C", "H", "H", "H", "H", "Se", "Sb", "Se", "Se", "Se"], "coordinates": [[-0.394191, 0.035691, 0.547668], [1.299602, -2.165847, -2.395873], [0.482968, -1.500862, -1.793881], [-0.075207, -1.689765, -0.565725], [-0.672185, -2.847497, -0.188552], [-0.607118, -3.948718, -0.705294], [-1.630177, -2.610806, 0.967964], [-2.038770, -3.663239, 1.765620], [-2.919602, -3.401052, 2.801461], [-3.382991, -2.108059, 2.981386], [-2.933971, -1.114029, 2.128890], [-2.069638, -1.357902, 1.142665], [-0.074512, -0.227733, -2.426415], [0.088387, 0.006104, -3.780805], [-0.534895, 1.109242, -4.341892], [-1.288963, 1.941633, -3.531578], [-1.373731, 1.650307, -2.178472], [-0.782202, 0.590646, -1.637482], [-1.652240, -4.651410, 1.560449], [-3.238377, -4.195581, 3.464489], [-4.065147, -1.854773, 3.780537], [-3.246094, -0.083644, 2.254828], [0.684778, -0.687198, -4.356728], [-0.439171, 1.313621, -5.400925], [-1.796570, 2.809355, -3.929074], [-1.927262, 2.286533, -1.498315], [5.648579, 1.807529, -0.876513], [4.361290, 1.499426, -0.595149], [3.951825, 0.220925, -0.234629], [2.618296, 0.017874, 0.034758], [1.686546, 0.978305, -0.049389], [2.105742, 2.184363, -0.388886], [0.832336, 3.577654, -0.483601], [3.419916, 2.512257, -0.671645], [6.195642, 1.023118, -0.767708], [4.652490, -0.600617, -0.158788], [2.260078, -0.958022, 0.336257], [3.705457, 3.518706, -0.935078], [-4.164088, 2.794073, 4.179345], [-1.808843, 3.296177, 4.287775], [-0.869487, 1.649392, 2.442297], [0.534538, -0.178455, 2.922465], [-0.543054, 3.022258, 6.293522]], "forces_ev_per_a": [[-0.026, -0.333, -0.273], [-0.065, -0.043, -0.022], [-0.032, 0.040, -0.029], [0.029, -0.032, -0.013], [0.010, 0.049, 0.035], [0.042, -0.044, 0.002], [-0.014, 0.031, -0.078], [-0.020, -0.008, -0.037], [-0.015, 0.003, 0.009], [-0.022, -0.005, -0.006], [-0.035, 0.016, -0.054], [0.135, -0.020, 0.220], [0.001, 0.035, -0.026], [0.028, 0.006, 0.024], [-0.008, 0.014, -0.012], [-0.006, 0.003, 0.011], [-0.001, -0.006, -0.017], [-0.055, 0.029, 0.025], [0.001, 0.006, 0.004], [-0.002, 0.002, 0.001], [-0.003, 0.006, 0.001], [0.023, -0.011, 0.029], [-0.003, -0.001, 0.002], [-0.001, 0.003, 0.003], [-0.001, 0.002, 0.000], [0.004, -0.009, -0.009], [-0.012, 0.030, -0.004], [-0.014, -0.003, 0.003], [0.015, 0.013, -0.005], [0.000, -0.007, 0.027], [0.042, -0.018, -0.008], [0.028, -0.037, 0.016], [-0.005, 0.027, 0.001], [0.001, 0.002, 0.005], [0.024, -0.030, 0.004], [0.000, 0.002, 0.000], [-0.001, 0.003, -0.004], [0.002, 0.002, 0.001], [-0.128, 0.003, 0.003], [0.037, -0.072, 0.018], [-0.053, 0.376, -0.065], [0.067, 0.014, 0.183], [0.032, -0.035, 0.040]]}